No. 1
Molecular formula: C24H26N4O2
Method: DFT, ωB97M-V/def2-TZVPD

As for the spin multiplicity: 1. Its net charge is 0. The structure (SMILES) is CN1CCN(C(=O)/C(=C/c2cn(C)c3ccccc23)NC(=O)c2ccccc2)CC1. As for the HOMO-LUMO gap: 8.1251 eV. Its lowest unoccupied orbital energy is 0.018 hartree. As for the HOMO energy: -7.63 eV. Its energy above the lowest of the compared OMol25 structures with the same formula, charge and spin is 140.5 kJ/mol.

```
56
Properties=species:S:1:pos:R:3:forces:R:3:mulliken_charge:R:1
C -4.0841 0.0645 1.7935 -0.1 0.0 0.0 -0.916
N -4.6687 -0.9035 0.8869 0.1 0.0 0.1 0.025
C -3.7525 -1.9278 0.4458 0.0 0.0 -0.1 -1.105
C -2.6120 -1.3800 -0.4499 0.1 -0.3 0.3 -0.181
N -3.0916 -0.2234 -1.1748 -0.1 0.0 -0.1 0.087
C -2.4601 0.9662 -1.2900 0.0 -0.1 -0.1 0.389
O -3.0365 1.9711 -1.6850 0.1 0.2 0.1 -0.746
C -1.0040 1.0558 -0.9466 0.3 -0.4 -0.3 -0.017
C -0.0997 0.1505 -1.3568 -0.4 0.4 0.1 -0.177
C 1.3368 0.2672 -1.2794 0.4 0.3 -0.3 0.483
C 2.1181 1.3796 -1.4770 -0.5 -0.3 -0.3 -0.654
N 3.4351 1.0750 -1.3297 -0.1 0.0 0.0 0.334
C 4.5294 1.9935 -1.4523 0.3 0.1 0.0 -1.129
C 3.5430 -0.2507 -1.0106 -0.3 -0.5 0.0 -0.608
C 4.6654 -1.0191 -0.7270 0.1 0.1 0.0 -0.702
C 4.4676 -2.3461 -0.4124 0.2 0.1 0.0 -0.645
C 3.1863 -2.9026 -0.3798 -0.2 -0.2 0.0 -0.867
C 2.0704 -2.1470 -0.6604 0.1 0.0 0.0 0.040
C 2.2410 -0.8035 -0.9855 0.3 0.3 0.0 0.320
N -0.7123 2.2960 -0.3613 -0.6 0.3 -0.3 0.049
C 0.1663 2.6391 0.6192 0.1 0.0 0.2 -0.111
O 0.3389 3.8054 0.9170 0.2 0.1 0.0 -0.665
C 0.8815 1.5255 1.3080 0.1 0.0 0.5 0.163
C 0.2062 0.4045 1.7736 0.0 0.2 0.0 0.293
C 0.9020 -0.6147 2.3978 0.0 -0.1 0.1 -0.705
C 2.2723 -0.5180 2.5691 0.0 -0.1 0.1 -0.491
C 2.9412 0.6219 2.1557 0.1 0.0 0.0 -0.674
C 2.2469 1.6467 1.5416 -0.2 0.1 0.0 -0.660
C -4.4956 -0.3033 -1.5280 -0.2 0.2 -0.1 -0.945
C -5.3616 -0.3118 -0.2511 -0.1 -0.1 -0.1 -0.773
H -4.8884 0.6499 2.2383 0.1 0.1 0.1 0.400
H -3.5713 -0.4705 2.5922 0.0 0.0 0.1 0.272
H -3.3764 0.7589 1.3219 0.1 0.1 0.0 0.299
H -4.3392 -2.6679 -0.1049 0.1 -0.1 0.0 0.307
H -3.3231 -2.4218 1.3197 0.0 -0.1 -0.1 0.404
H -1.7550 -1.0936 0.1604 -0.1 -0.1 -0.1 0.211
H -2.2924 -2.1616 -1.1517 0.1 0.0 0.1 0.312
H -0.4611 -0.7733 -1.7851 -0.2 -0.1 0.0 0.740
H 1.8140 2.3754 -1.7383 0.0 0.2 0.0 0.390
H 5.1056 2.0256 -0.5243 0.0 0.0 0.0 0.372
H 5.1961 1.6940 -2.2652 0.0 0.1 0.0 0.360
H 4.1429 2.9893 -1.6613 0.0 0.0 0.0 0.344
H 5.6572 -0.5928 -0.7468 0.1 0.0 0.0 0.446
H 5.3180 -2.9713 -0.1839 0.1 0.0 0.0 0.404
H 3.0768 -3.9469 -0.1267 0.0 -0.1 0.0 0.415
H 1.0826 -2.5825 -0.6265 -0.1 -0.1 0.0 0.453
H -1.3292 3.0392 -0.6819 0.2 0.0 0.1 0.268
H -0.8668 0.3406 1.6650 -0.1 0.0 0.0 0.737
H 0.3743 -1.4883 2.7522 0.0 -0.1 0.0 0.449
H 2.8165 -1.3243 3.0373 0.1 -0.1 0.0 0.454
H 4.0055 0.7099 2.3170 0.1 0.0 0.0 0.423
H 2.7500 2.5490 1.2275 0.1 0.1 0.0 0.568
H -4.7357 0.5577 -2.1517 0.0 -0.2 0.0 0.414
H -4.6456 -1.2204 -2.1059 0.0 0.0 0.0 0.415
H -6.2729 -0.8914 -0.4381 0.0 0.1 -0.1 0.338
H -5.6522 0.7057 0.0099 0.0 0.0 0.0 0.391
```
Forces are in eV/Å.

***

No. 2
Molecular formula: C24H26N4O3S
Method: DFT, ωB97M-V/def2-TZVPD

As for the spin multiplicity: 1. Its net charge is 0. The structure (SMILES) is Cc1cc(C)nc(NS(=O)(=O)c2ccc(NC(=O)C3(c4ccccc4)CCCC3)cc2)n1. As for the HOMO-LUMO gap: 9.1883 eV. Its lowest unoccupied orbital energy is 0.015 hartree. As for the HOMO energy: -8.79 eV. Its energy above the lowest of the compared OMol25 structures with the same formula, charge and spin is 31.5 kJ/mol.

```
58
Properties=species:S:1:pos:R:3:forces:R:3:mulliken_charge:R:1
C -2.8881 -1.4219 2.2051 0.0 0.0 0.0 -1.099
C -3.8854 -1.4913 1.0950 -0.2 -0.3 -0.1 0.724
C -4.6496 -2.6258 0.8504 0.0 0.2 -0.1 -0.934
C -5.5490 -2.5760 -0.2105 0.2 0.0 0.2 0.827
C -6.4107 -3.7426 -0.5684 0.0 0.0 0.0 -1.180
N -5.6791 -1.4817 -0.9502 -0.2 0.3 -0.4 -0.653
C -4.9126 -0.4446 -0.6307 0.2 -1.1 0.7 0.109
N -5.0103 0.6820 -1.3901 0.3 1.0 0.1 -0.206
S -4.5246 2.1667 -0.7224 -0.3 -0.1 -0.4 1.425
O -5.1883 2.3814 0.5269 0.3 -0.2 0.1 -0.695
O -4.7496 3.1115 -1.7746 0.2 -0.2 -0.2 -0.749
C -2.7835 1.9174 -0.4683 -0.4 0.3 -0.2 0.209
C -1.9904 1.5546 -1.5378 -0.1 0.1 0.1 -0.717
C -0.6373 1.3413 -1.3492 0.1 -0.1 -0.1 -0.604
C -0.0819 1.5051 -0.0801 -0.5 0.0 -0.2 0.840
N 1.2688 1.2988 0.1900 0.1 0.1 0.5 0.188
C 2.2659 0.9218 -0.6627 0.1 0.1 0.2 -0.202
O 2.1039 0.7310 -1.8464 0.0 0.0 -0.2 -0.725
C 3.6596 0.7568 -0.0329 0.2 -0.2 -0.2 2.931
C 4.0932 -0.6462 -0.4057 0.0 0.0 0.0 -0.736
C 3.5254 -1.7248 0.2658 0.1 0.0 0.0 -0.213
C 3.8777 -3.0230 -0.0530 -0.1 -0.1 0.1 -0.915
C 4.7986 -3.2659 -1.0574 0.0 -0.1 0.0 -0.397
C 5.3533 -2.2010 -1.7436 0.1 -0.1 -0.1 -0.866
C 5.0008 -0.9007 -1.4239 0.0 0.0 0.1 -0.258
C 4.5285 1.8926 -0.6006 -0.2 0.1 0.0 -1.375
C 4.1174 3.0985 0.2419 0.1 0.1 0.0 -0.712
C 3.8975 2.5346 1.6554 0.0 0.1 0.1 -0.678
C 3.7828 1.0095 1.4810 0.0 0.1 0.0 -1.445
C -0.8994 1.8890 0.9875 0.0 0.0 -0.1 -0.918
C -2.2502 2.0930 0.7932 0.0 0.1 0.0 -0.581
N -4.0171 -0.4028 0.3468 -0.1 -0.1 0.1 -0.007
H -2.4041 -2.3845 2.3513 0.1 0.0 0.1 0.417
H -3.3970 -1.1478 3.1286 0.0 0.0 0.1 0.239
H -2.1503 -0.6573 1.9798 0.1 0.0 0.0 0.117
H -4.5481 -3.5130 1.4545 0.0 -0.1 0.1 0.419
H -7.0493 -4.0070 0.2725 -0.1 -0.1 0.0 0.298
H -7.0274 -3.4909 -1.4255 0.0 0.0 0.0 0.354
H -5.7918 -4.6058 -0.8070 0.0 -0.1 0.0 0.303
H -5.7325 0.6930 -2.0928 -0.1 0.3 -0.1 0.264
H -2.4386 1.4401 -2.5113 0.0 -0.1 -0.2 0.442
H -0.0042 1.0492 -2.1702 0.0 0.0 0.0 0.576
H 1.5292 1.4808 1.1477 0.1 -0.1 -0.2 -0.017
H 2.7948 -1.5522 1.0430 -0.1 0.0 0.1 0.307
H 3.4274 -3.8471 0.4810 0.0 -0.1 0.0 0.383
H 5.0742 -4.2793 -1.3086 0.0 -0.1 0.0 0.396
H 6.0629 -2.3808 -2.5379 0.1 0.0 -0.1 0.389
H 5.4333 -0.0866 -1.9825 0.0 0.1 -0.1 0.419
H 4.3534 2.0493 -1.6632 0.1 -0.1 0.0 0.467
H 5.5824 1.6625 -0.4379 0.0 -0.1 0.0 0.496
H 4.8730 3.8821 0.2262 -0.1 0.1 0.0 0.489
H 3.1898 3.5203 -0.1490 0.0 0.1 0.0 0.311
H 3.0060 2.9660 2.1128 0.0 0.0 0.1 0.236
H 4.7390 2.7773 2.3035 -0.1 0.0 0.1 0.428
H 4.7079 0.5309 1.8093 -0.1 0.0 0.0 0.528
H 2.9813 0.5694 2.0747 0.0 -0.1 0.0 0.509
H -0.4691 2.0224 1.9708 0.0 0.0 0.1 0.362
H -2.9084 2.3716 1.5995 0.0 0.0 0.2 0.483
```
Forces are in eV/Å.

***

No. 3
Molecular formula: C24H26N4PbS2Si
Method: DFT, ωB97M-V/def2-TZVPD

As for the spin multiplicity: 1. Its net charge is 0. As for the HOMO-LUMO gap (spin up / spin down): 4.2748 / 4.2843 eV. Its lowest unoccupied orbital energy (spin up / spin down) is -0.016 / -0.016 hartree. As for the HOMO energy (spin up / spin down): -4.71 / -4.72 eV. Its energy above the lowest of the compared OMol25 structures with the same formula, charge and spin is 0.0 kJ/mol.

```
58
Properties=species:S:1:pos:R:3:forces:R:3:mulliken_charge:R:1
C 1.0494 -1.1951 2.7880 0.2 -0.1 -0.6 -0.738
C 1.2375 -2.1107 1.7107 0.6 0.2 -0.1 -0.314
C 2.5302 -1.8781 1.1578 -0.6 0.0 0.3 -0.395
H 0.5548 -2.9131 1.4077 0.3 0.5 0.1 0.470
C 3.1390 -0.8108 1.8899 -0.4 -0.1 0.0 -0.801
C 2.2192 -0.3931 2.8970 0.2 -0.1 -0.3 -0.685
H 2.4222 0.3342 3.6765 -0.1 -0.1 -0.1 0.440
H 0.2036 -1.1983 3.4756 0.2 0.1 -0.2 0.549
H 3.0035 -2.4768 0.3729 -0.3 0.3 0.3 0.433
H 4.1640 -0.4636 1.7636 -0.2 0.0 0.1 0.506
Pb 1.2909 0.8524 0.3607 -1.0 -3.0 0.9 1.063
C -1.6183 -0.3483 -3.7445 -1.1 0.6 0.2 -1.319
H -0.6040 -0.0590 -4.0383 -0.2 -0.1 0.2 0.342
H -2.3034 0.4842 -3.9371 0.1 0.0 -0.6 0.385
H -1.9413 -1.2479 -4.2971 0.2 0.4 0.2 0.387
Si -1.7460 -0.6488 -1.8917 1.8 0.3 0.6 -0.112
C -3.1773 -0.9835 -0.7659 -0.6 -0.1 0.3 0.494
C -2.9106 -1.5916 0.4714 -0.3 -0.1 0.0 -0.062
H -1.9986 -2.1743 0.6197 -0.3 0.1 -0.1 0.243
C -3.7857 -1.4306 1.5485 -0.3 0.3 0.1 -0.723
H -3.5690 -1.9138 2.5030 0.0 0.1 -0.2 0.396
C -4.9353 -0.6383 1.4247 0.4 -0.1 0.0 -0.430
H -5.6242 -0.5078 2.2714 0.4 -0.1 -0.4 0.352
C -5.1762 0.0118 0.2085 0.1 0.0 -0.5 -0.568
H -6.0559 0.6531 0.1045 0.3 -0.2 0.0 0.358
C -4.2966 -0.1466 -0.8747 -0.8 -0.4 0.8 -0.382
H -4.4659 0.3946 -1.8068 -0.1 0.0 0.3 0.274
C -0.6236 -2.1849 -1.8773 -0.1 -0.7 -0.6 0.391
C -1.1612 -3.4480 -1.6635 0.8 -0.8 -0.1 -0.323
H -2.2415 -3.5591 -1.5140 0.4 -0.1 0.1 0.378
C -0.3169 -4.5820 -1.6589 0.0 0.1 0.2 -0.525
H -0.7445 -5.5637 -1.4267 0.2 0.3 -0.2 0.344
C 1.0596 -4.4487 -1.8765 -0.3 0.3 0.3 -0.515
H 1.7274 -5.3044 -1.7788 -0.2 0.1 -0.1 0.356
C 1.5969 -3.1789 -2.1488 -0.5 0.2 0.0 -0.678
H 2.6784 -3.0504 -2.2771 -0.4 -0.1 -0.1 0.420
C 0.7464 -2.0679 -2.1904 0.1 -0.7 0.2 -0.195
H 1.1550 -1.0836 -2.4639 -0.2 -0.3 0.4 0.239
H -0.5253 -0.1208 -1.0607 3.2 0.3 0.7 -0.364
H -1.6542 0.6265 -1.0254 -2.1 1.5 -1.2 -0.046
N 4.1865 1.4905 -1.4035 0.3 -0.1 -0.3 -0.342
C 3.7177 2.6459 -0.9097 -1.1 0.5 0.7 0.781
N 2.6298 2.7089 -0.1573 1.1 0.8 -0.7 -0.134
C 2.3243 4.0003 0.2663 2.2 0.3 -1.5 -0.292
C 3.2108 4.9399 -0.2232 -1.2 -0.7 0.7 -0.259
S 4.4385 4.1973 -1.2053 -0.4 0.0 0.3 -0.207
C 1.2037 4.1238 1.1525 -2.1 0.7 1.9 -0.179
C 0.6987 5.2246 1.8126 1.0 -0.6 -1.0 -0.365
S -0.6279 4.8038 2.8505 0.5 -0.1 -0.5 -0.223
C -0.4472 3.1379 2.3549 0.7 0.0 -0.7 0.539
N 0.5181 2.9458 1.4678 -0.6 0.6 0.5 0.030
N -1.2396 2.1709 2.8480 0.0 0.2 0.1 -0.324
H 5.0339 1.5213 -1.9480 -0.2 -0.3 0.1 0.224
H 3.8277 0.5974 -1.0664 0.3 0.4 -0.1 0.050
H 3.1379 5.9968 -0.0165 0.3 0.0 -0.2 0.409
H 1.1014 6.2223 1.6890 -0.4 0.0 0.3 0.388
H -1.9233 2.4493 3.5379 0.1 -0.5 -0.2 0.205
H -1.0935 1.1893 2.6160 -0.1 0.5 0.1 0.054
```
Forces are in eV/Å.

***

No. 4
Molecular formula: C24H26N6O4PdS
Method: DFT, ωB97M-V/def2-TZVPD

As for the spin multiplicity: 1. Its net charge is 0. As for the HOMO-LUMO gap: 8.3378 eV. Its lowest unoccupied orbital energy is 0.019 hartree. As for the HOMO energy: -7.82 eV. Its energy above the lowest of the compared OMol25 structures with the same formula, charge and spin is 24.1 kJ/mol.

```
62
Properties=species:S:1:pos:R:3:forces:R:3:mulliken_charge:R:1
Pd -1.4208 -0.3557 2.1522 0.6 -0.2 0.0 -0.072
C 5.3243 -0.1145 -1.3234 0.0 0.0 0.0 -1.007
O 3.9161 0.0100 -1.2502 0.0 0.0 0.0 -0.277
C 3.3237 0.9453 -2.0440 0.0 0.0 0.1 0.499
C 3.9954 1.7876 -2.9140 0.0 0.0 0.0 -0.541
C 3.2810 2.7042 -3.6799 0.0 0.0 0.0 -0.737
C 1.9036 2.7612 -3.5945 0.0 0.0 0.0 -0.906
C 1.2266 1.9048 -2.7337 0.0 0.0 0.1 0.360
C 1.9250 1.0137 -1.9337 0.0 0.0 0.0 -0.221
N 1.2923 0.1010 -1.0693 0.0 0.0 0.0 0.272
C 0.3167 0.4071 -0.1452 0.3 0.3 -0.2 -0.003
N 0.1165 1.7002 0.1518 -0.1 0.2 -0.1 -0.055
C -1.0129 2.2287 0.8152 0.0 0.0 0.1 -0.025
C -1.7975 1.5013 1.6939 -0.1 0.0 0.0 0.209
C -2.8899 2.1203 2.3063 0.0 0.1 -0.1 -0.445
C -3.1708 3.4474 2.0472 0.0 0.0 0.0 -0.973
C -2.3757 4.1903 1.1736 0.0 0.0 0.0 -0.534
C -1.3010 3.5788 0.5602 0.1 0.0 -0.1 1.147
O -0.4422 4.1919 -0.3196 0.0 0.0 0.0 -0.386
C -0.6663 5.5600 -0.5979 0.0 0.0 0.0 -1.017
N -0.3793 -0.5209 0.4236 -0.4 -0.3 0.2 0.038
C -0.3004 -1.8727 -0.0065 0.0 -0.1 -0.1 0.199
C -1.4084 -2.4598 -0.5953 0.0 0.0 0.0 -0.648
C -1.4081 -3.8097 -0.9178 0.0 0.0 0.0 -0.981
C -0.2932 -4.5786 -0.6306 0.0 0.0 0.0 -0.748
C 0.8298 -4.0047 -0.0454 0.0 0.0 0.0 -0.773
C 0.8325 -2.6519 0.2575 -0.1 0.0 0.0 1.226
O 1.8866 -1.9837 0.8050 0.0 0.0 0.0 -0.352
C 2.9440 -2.7522 1.3506 0.0 0.0 0.0 -1.058
H 5.5934 -0.9022 -0.6252 0.0 0.0 0.0 0.220
H 5.8173 0.8149 -1.0285 0.0 0.0 0.0 0.394
H 5.6438 -0.3952 -2.3298 0.0 0.0 0.0 0.405
H 5.0713 1.7437 -3.0000 0.0 0.0 0.0 0.399
H 3.8149 3.3618 -4.3527 0.0 0.0 0.0 0.394
H 1.3445 3.4568 -4.2051 0.0 0.0 0.0 0.411
H 0.1458 1.9222 -2.6886 0.0 0.0 0.0 0.485
H 1.8613 -0.6935 -0.8046 0.0 0.0 0.0 0.297
H 0.7108 2.3784 -0.2972 0.0 0.0 0.0 0.339
H -3.4967 1.5582 3.0030 0.0 0.0 0.0 0.382
H -4.0121 3.9268 2.5308 0.0 0.0 0.0 0.372
H -2.6051 5.2282 0.9826 0.0 0.0 0.0 0.397
H 0.1075 5.8568 -1.3013 0.0 0.0 0.0 0.251
H -0.5863 6.1650 0.3086 0.0 0.0 0.0 0.388
H -1.6490 5.7142 -1.0506 0.0 0.0 0.0 0.395
H -2.2837 -1.8451 -0.7597 0.0 0.0 0.0 0.509
H -2.2831 -4.2527 -1.3739 0.0 0.0 0.0 0.420
H -0.2834 -5.6353 -0.8640 0.0 0.0 0.0 0.413
H 1.6941 -4.6159 0.1716 0.0 0.0 0.0 0.432
H 3.6071 -2.0434 1.8389 0.0 0.0 0.0 0.272
H 3.4921 -3.2869 0.5700 0.0 0.0 0.0 0.354
H 2.5640 -3.4616 2.0890 0.0 0.0 0.0 0.377
S -0.6238 -2.4616 3.6175 0.0 0.1 -0.1 -0.502
C -1.5844 -1.2453 4.2059 -0.3 -0.1 0.1 0.573
N -2.3233 -0.3556 4.4117 0.2 0.1 -0.1 -0.571
N -3.5035 -3.7391 2.1453 0.0 0.0 0.0 -0.330
C -4.0971 -2.7733 1.3891 0.0 0.0 0.2 0.592
N -5.0992 -3.2190 0.5439 -0.1 0.1 -0.1 -0.534
O -3.7770 -1.5977 1.4474 -0.1 0.0 -0.2 -0.449
H -3.5724 -4.6987 1.8556 0.0 0.0 0.0 0.226
H -2.6440 -3.4622 2.6083 0.0 0.0 0.0 0.028
H -5.6249 -4.0283 0.8344 0.0 0.0 0.0 0.196
H -5.6665 -2.4636 0.1915 0.0 0.0 0.0 0.274
```
Forces are in eV/Å.